# 1
Molecular formula: C3H4BrNO2
Method: DFT, ωB97M-V with the def2-TZVPD basis set

Atoms and positions in Å:
C -0.7599 0.1640 -0.0423
C 0.4722 -0.1111 0.2440
C -1.8955 -0.8404 -0.0679
N 2.4683 1.3791 0.0747
O 2.3769 2.5587 0.2446
O 3.2824 0.6086 -0.3148
Br 1.6289 -1.5390 0.1363
H -1.1923 1.1921 -0.1191
H -2.5097 -0.4883 -0.8338
H -1.3954 -1.8925 -0.1591
H -2.4759 -1.0311 0.8374

Forces on atoms 1 to 2 (eV/Å):
C -2.1 0.7 1.2
C 2.2 0.6 -0.6

Output
- energy relative to the best compared isomer or geometry (same formula, charge and spin) (kcal/mol) = 143.4
- 2S+1 = 1
- charge = 0
- lowest unoccupied orbital energy (spin up / spin down) (eV) = -0.93 / -0.61
- E_HOMO (spin up / spin down) (eV) = -8.7 / -9.6

---

# 2
Molecular formula: C6H10O2S
Method: DFT, ωB97M-V with the def2-TZVPD basis set

Atoms and positions in Å:
C 0.6661 1.8206 -1.8041
C -1.0300 -0.9748 -2.0681
C 0.7736 0.6170 -1.2036
C -0.1289 -0.4912 -1.2006
C 0.0514 0.9572 1.9863
C -0.4108 -0.5775 2.0162
O -0.9185 -2.5799 0.1593
O 1.4274 -2.0288 0.4818
S 0.0639 -1.5318 0.4511
H 1.5469 2.5128 -1.7550
H -0.0608 2.0437 -2.4703
H -1.6154 -1.8725 -1.7760
H -1.0741 -0.4640 -3.0487
H 1.7269 0.4772 -0.6198
H 1.0039 1.0097 1.4032
H -0.8711 1.5138 1.5381
H 0.1607 1.3965 2.9477
H -1.4296 -0.6665 2.1247
H 0.1183 -1.1614 2.8379

Forces on atoms 1 to 2 (eV/Å):
C 3.4 -1.3 1.7
C 0.8 0.4 0.5

Output
- energy relative to the best compared isomer or geometry (same formula, charge and spin) (kcal/mol) = 55.6
- 2S+1 = 1
- charge = 0
- lowest unoccupied orbital energy (eV) = 0.22
- SMILES string = C=CC(=C)S(=O)(=O)CC
- E_HOMO (eV) = -9.5

---

# 3
Molecular formula: C5H17NO2
Method: DFT, ωB97M-V with the def2-TZVPD basis set

Atoms and positions in Å:
C 0.4422 0.3998 -1.9035
C 0.7851 -1.0919 -1.9256
C -0.8154 0.7579 -1.0941
N -0.6697 0.5779 0.3627
C -1.0218 -0.7224 1.0020
C 0.1491 -1.5593 1.5315
H 0.2897 0.7844 -2.9195
H 1.2171 1.0642 -1.5060
H 1.6953 -1.3744 -1.4046
H -0.0140 -1.5685 -1.3487
H 0.7119 -1.5477 -2.9097
H -0.9337 1.8436 -1.1982
H -1.7669 0.3286 -1.4067
H 0.2705 0.8596 0.6356
H -1.6471 -1.2820 0.3084
H -1.6054 -0.3905 1.8615
H -0.0982 -2.6059 1.3624
H 0.3078 -1.2514 2.5624
H 1.0772 -1.3792 0.9961
H -2.2268 2.9403 1.4451
H -2.5313 1.5149 1.8687
O -2.8855 2.4222 1.9360
H 3.5420 0.6360 1.2157
H 2.7891 0.5443 -0.1593
O 2.9385 0.0995 0.6879

Forces on atoms 1 to 2 (eV/Å):
C -0.6 0.3 -0.6
C -0.9 -0.1 0.7

Output
- energy relative to the best compared isomer or geometry (same formula, charge and spin) (kcal/mol) = 27.0
- 2S+1 = 1
- charge = 0
- lowest unoccupied orbital energy (eV) = 0.55
- SMILES string = CCCNCC.O.O
- E_HOMO (eV) = -8.6

---

# 4
Molecular formula: C31H61Cl36INO4S
Method: DFT, ωB97M-V with the def2-TZVPD basis set

Atoms and positions in Å:
C 0.5625 -1.4883 1.8126
C -0.2564 -0.5968 0.7909
C 0.1913 0.9166 1.1033
C -1.7925 -0.6636 1.0920
C -2.6021 -1.7392 0.2893
I -2.2659 -3.6507 1.2509
C -4.1091 -1.2719 0.3404
C -5.0995 -2.3018 -0.2808
C -5.7078 -1.8669 -1.6542
C -6.2105 -0.3874 -1.7270
S -7.2299 0.1394 -0.3111
O -7.9185 -0.9676 0.3758
O -8.2657 1.0601 -0.8703
O -6.2510 1.0405 0.6511
C -2.1902 -1.6691 -1.2273
C -0.9982 -0.7184 -1.5585
C -1.4321 0.7746 -1.7955
C -0.4464 -1.1911 -2.9588
N 0.1210 -0.8569 -0.6127
O 0.7946 -1.9412 -0.7811
H 1.6282 -1.2230 1.6565
H 0.2547 -1.3277 2.8708
H 0.4695 -2.5675 1.6067
H 0.6388 1.3900 0.2141
H -0.6342 1.5018 1.5496
H 0.9973 0.8981 1.8664
H -1.9115 -0.8074 2.1849
H -2.2437 0.3244 0.8720
H -4.3556 -1.0984 1.4081
H -4.1161 -0.2773 -0.1465
H -4.6667 -3.3116 -0.4205
H -5.9216 -2.4403 0.4505
H -4.9813 -2.1118 -2.4501
H -6.5986 -2.5082 -1.8252
H -5.3633 0.2895 -1.9364
H -6.8716 -0.3183 -2.6087
H -6.6733 1.9115 0.6489
H -1.9336 -2.6664 -1.6433
H -3.0521 -1.3167 -1.8335
H -1.7529 0.9606 -2.8382
H -0.5339 1.3900 -1.5959
H -2.2103 1.1059 -1.0839
H 0.5044 -0.6554 -3.1336
H -1.1954 -0.8394 -3.7004
H -0.3305 -2.2775 -3.0071
C 0.6935 -7.3270 1.2498
Cl -0.3816 -6.7033 2.5116
Cl 0.4432 -6.5481 -0.3178
H 1.7146 -7.1575 1.5575
H 0.5120 -8.3914 1.1411
C 4.5577 -8.0676 2.6169
Cl 3.8613 -6.4772 2.9507
Cl 3.4827 -9.0602 1.6205
H 5.4970 -7.9347 2.0882
H 4.7307 -8.5785 3.5585
C -4.3083 4.2693 1.2547
Cl -5.1003 5.0316 -0.1315
Cl -3.4606 2.7903 0.7879
H -3.5920 4.9677 1.6762
H -5.0624 4.0208 1.9949
C -5.5897 0.3789 -5.4831
Cl -4.3404 -0.4298 -4.5238
Cl -6.5205 1.5158 -4.5014
H -5.1122 0.9229 -6.2916
H -6.2625 -0.3709 -5.8871
C 3.6773 2.5798 -1.0005
Cl 2.9139 1.0348 -1.3848
Cl 3.9132 2.7501 0.7443
H 4.6421 2.6301 -1.4957
H 3.0423 3.3850 -1.3486
C 5.4244 -9.9025 -1.8639
Cl 6.0899 -9.0501 -3.2600
Cl 6.4682 -9.7501 -0.4451
H 4.4492 -9.4864 -1.6274
H 5.3285 -10.9542 -2.1137
C 5.7589 2.4344 4.2192
Cl 4.1615 2.7351 4.9158
Cl 6.9820 3.5090 4.9115
H 6.0369 1.4024 4.4208
H 5.7111 2.6013 3.1470
C 2.5443 -5.4769 -3.0939
Cl 1.9617 -4.8270 -4.6285
Cl 3.3273 -7.0445 -3.3245
H 3.2631 -4.7842 -2.6682
H 1.7034 -5.5952 -2.4231
C -0.7095 -7.3691 -5.4362
Cl -1.5898 -8.8814 -5.6879
Cl -0.5737 -6.9771 -3.7197
H 0.2887 -7.4700 -5.8510
H -1.2405 -6.5665 -5.9378
C -4.5450 8.7178 0.3655
Cl -3.5515 7.7345 1.4454
Cl -3.5469 9.7173 -0.6963
H -5.1563 8.0585 -0.2442
H -5.1791 9.3648 0.9630
C 6.9523 -1.7990 4.6016
Cl 6.5872 -3.4652 4.1427
Cl 6.4163 -0.6551 3.3632
H 6.4419 -1.5718 5.5323
H 8.0249 -1.6971 4.7315
C -0.5426 8.2678 3.7417
Cl -1.3376 6.7165 3.4583
Cl -0.2168 8.5223 5.4608
H 0.3975 8.2838 3.2000
H -1.1902 9.0632 3.3852
C 1.1934 -0.1377 6.0038
Cl 0.4245 0.6628 4.6284
Cl 2.0647 -1.5918 5.5020
H 1.8958 0.5517 6.4616
H 0.4273 -0.4170 6.7200
C -2.3440 4.4858 -2.9807
Cl -3.1345 2.9370 -3.3081
Cl -2.0401 4.7230 -1.2549
H -1.3949 4.5091 -3.5074
H -2.9847 5.2858 -3.3365
C -4.4571 9.2491 -4.5582
Cl -3.8325 7.8812 -3.6289
Cl -4.6266 8.8463 -6.2703
H -5.4301 9.5242 -4.1643
H -3.7680 10.0817 -4.4600
C 2.8091 10.5743 6.5765
Cl 2.5479 11.6225 7.9756
Cl 3.6888 11.4149 5.2938
H 3.3857 9.7096 6.8887
H 1.8456 10.2592 6.1902
C 10.1471 -9.6083 0.8087
Cl 11.2638 -10.3783 1.9419
Cl 9.2431 -8.2987 1.5786
H 10.7150 -9.2002 -0.0210
H 9.4450 -10.3528 0.4469
C 3.2734 5.6694 -3.4639
Cl 2.5078 4.1246 -3.8596
Cl 3.5149 5.8420 -1.7205
H 4.2381 5.7203 -3.9584
H 2.6360 6.4759 -3.8113

Forces on atoms 1 to 2 (eV/Å):
C 0.1 -0.2 -1.0
C 0.6 1.8 2.5

Output
- expectation value of S² = 0.754
- energy relative to the best compared isomer or geometry (same formula, charge and spin) (kcal/mol) = 0.0
- 2S+1 = 2
- charge = 0
- lowest unoccupied orbital energy (spin up / spin down) (eV) = 0.08 / 0.08
- E_HOMO (spin up / spin down) (eV) = -8.1 / -8.8

---

Q: What is the formula in the fourth record?
A: C31H61Cl36INO4S

---

Q: What is the charge in the second record?
A: 0